1.
The following is a quantum chemistry calculation of a structure of composition C41H44BN5O8PS2Y at a distorted geometry, from the OMol25 dataset.

Summary:
**Multiplicity**: 1
**E_HOMO (alpha / beta)**: -0.088 / -0.013 Eh
**Relative energy (zero: lowest compared OMol25 entry of this formula, charge and spin)**: 138.2 kJ/mol
**Charge**: -2
**Total energy**: -3665.47729 Eh
**LUMO energy (alpha / beta)**: 3.70 / 3.39 eV
**Gap between HOMO and LUMO (alpha / beta)**: 0.224 / 0.137 hartree

Last column: Mulliken charge in e.
Cartesian coordinates (Å):
Y  -0.1644  -0.0424  0.2449  -1.4464
C  -1.1325  -0.0336  5.0397  -1.5207
C  -0.3144  -0.5027  3.8608  0.8100
S  0.8545  0.5679  3.2327  -0.4300
C  -0.5277  -1.7733  3.3296  0.4043
C  -1.6299  -2.6453  3.8757  -1.4704
S  0.4099  -2.3917  2.0481  -0.2957
H  -0.8102  0.9606  5.3346  0.4004
H  -1.0092  -0.7099  5.8920  0.3409
H  -2.1963  -0.0030  4.7895  0.2696
H  -1.6403  -2.6485  4.9692  0.3894
H  -1.5074  -3.6634  3.5158  0.3522
H  -2.6002  -2.2771  3.5287  0.1577
N  1.2307  1.1082  -2.1738  -0.1043
C  2.6295  0.7077  -2.1408  -0.3095
C  3.2520  1.0528  -0.7930  -0.7857
N  2.6043  0.3012  0.2736  -0.3212
H  0.7857  0.8284  -3.0384  0.0267
H  1.1414  2.1100  -2.0628  0.2039
H  3.2351  1.1738  -2.9326  0.4759
H  2.6614  -0.3762  -2.2739  0.0851
H  3.0979  2.1156  -0.5908  0.2433
H  4.3344  0.8696  -0.8596  0.4956
H  2.8992  0.6069  1.1923  0.2691
H  2.7796  -0.6925  0.1818  0.0164
N  0.8536  -1.6051  -0.9489  0.5642
P  0.1979  -2.4621  -2.0288  1.0540
C  -1.4674  -3.2107  -1.7875  0.6012
C  -2.4982  -3.2475  -2.7212  -0.0516
C  -3.7145  -3.8290  -2.3899  -0.7184
C  -3.8999  -4.4002  -1.1403  -0.5636
C  -2.8666  -4.3885  -0.2136  -0.7336
C  -1.6596  -3.7883  -0.5320  -0.5484
C  1.1916  -3.9621  -2.4315  -0.2028
C  0.8223  -4.9057  -3.3841  -0.2096
C  1.6620  -5.9724  -3.6681  -0.7213
C  2.8711  -6.1047  -2.9969  -0.3685
C  3.2341  -5.1766  -2.0305  -0.6430
C  2.3939  -4.1076  -1.7497  -0.3304
C  0.0561  -1.6677  -3.6885  0.7348
C  1.0936  -1.7608  -4.6153  -0.6631
C  1.0983  -0.9675  -5.7544  -0.6975
C  0.0615  -0.0732  -5.9829  -0.6773
C  -0.9723  0.0349  -5.0611  -0.7717
C  -0.9668  -0.7412  -3.9113  -0.4813
H  -2.3600  -2.8130  -3.7030  0.4248
H  -4.5269  -3.8166  -3.1065  0.3993
H  -4.8525  -4.8494  -0.8872  0.3898
H  -3.0091  -4.8334  0.7639  0.3789
H  -0.8613  -3.7306  0.1968  0.2609
H  -0.1270  -4.7945  -3.8974  0.3815
H  1.3734  -6.7049  -4.4135  0.3882
H  3.5293  -6.9341  -3.2291  0.3533
H  4.1716  -5.2876  -1.4979  0.3980
H  2.6303  -3.3615  -0.9985  0.3182
H  1.9056  -2.4572  -4.4402  0.3487
H  1.9154  -1.0483  -6.4623  0.3840
H  0.0635  0.5414  -6.8754  0.3632
H  -1.7795  0.7364  -5.2345  0.5054
H  -1.7400  -0.6056  -3.1623  0.3513
O  -2.4817  -0.5913  0.8721  -0.7732
C  -2.9667  -0.1602  -0.2113  1.2130
O  -2.2321  0.1739  -1.1857  -0.7743
C  -4.4598  -0.0493  -0.3587  0.4564
C  -5.2895  -0.6230  0.5973  -0.8542
C  -6.6846  -0.5063  0.4384  -0.1057
C  -7.2319  0.1636  -0.6401  -0.2418
C  -6.3882  0.7318  -1.5920  -0.7459
C  -4.9838  0.6274  -1.4515  -0.5779
N  -6.9512  1.4045  -2.6850  0.9343
O  -6.1746  1.9187  -3.5322  -0.7957
O  -8.2108  1.4600  -2.7939  -0.8137
N  -7.5674  -1.0818  1.4095  1.0757
O  -8.7834  -1.0024  1.2468  -0.6690
O  -7.0768  -1.6568  2.3736  -0.6706
H  -4.8683  -1.1445  1.4421  0.7538
H  -8.3010  0.2444  -0.7460  0.5965
H  -4.3276  1.0702  -2.1826  0.7144
C  -0.4779  9.1101  1.2303  -1.6369
C  -1.4128  8.2463  0.3689  2.0380
C  -2.7864  8.2258  1.0433  -2.1271
C  -1.5791  8.8920  -1.0157  -1.6415
C  -0.8205  6.8435  0.2168  0.7165
C  0.4295  6.6973  -0.3889  -0.3980
C  1.0386  5.4562  -0.5578  -1.9762
C  0.3566  4.3505  -0.0974  1.0374
O  0.7003  3.0372  -0.1236  0.5008
B  -0.3758  2.2734  0.4608  0.7517
O  -1.3432  3.2424  0.8400  -0.4433
C  -0.8943  4.4752  0.4987  0.3159
C  -1.4954  5.7061  0.6679  -1.1627
H  -0.8993  10.1110  1.3636  0.4418
H  0.5063  9.2110  0.7719  0.3156
H  -0.3467  8.6546  2.2136  0.3780
H  -3.1658  9.2470  1.1238  0.4344
H  -2.7278  7.8058  2.0490  0.3930
H  -3.5031  7.6435  0.4621  0.4098
H  -1.9942  9.8997  -0.9199  0.4401
H  -2.2572  8.2941  -1.6271  0.3891
H  -0.6262  8.9631  -1.5401  0.3107
H  0.9591  7.5725  -0.7465  0.3473
H  2.0068  5.3605  -1.0338  0.4087
H  -2.4690  5.7604  1.1352  0.5611

=====

2.
The following is a quantum chemistry calculation of an isolated molecule of C18H16N2O4S at a distorted geometry, from the OMol25 dataset.

Summary:
**Multiplicity**: 1
**SMILES**: O=C(CCn1c(=O)sc2ccccc21)NCc1ccc2c(c1)OCO2
**E_HOMO**: -0.299 Eh
**Relative energy (zero: lowest compared OMol25 entry of this formula, charge and spin)**: 0.0 kJ/mol
**Charge**: 0
**Total energy**: -1504.22881 Eh
**LUMO energy**: 0.69 eV
**Gap between HOMO and LUMO**: 0.325 hartree

Last column: Mulliken charge in e.
Cartesian coordinates (Å):
O  0.1777  3.0696  -0.0845  -0.6537
C  0.0260  2.0860  -0.7760  0.5144
C  -1.3169  1.3852  -0.9361  -0.4756
C  -1.3811  0.2168  0.0551  -1.1230
N  -2.5464  -0.6073  -0.1756  0.3307
C  -2.4439  -1.6742  -1.0173  0.5293
O  -1.4464  -2.0304  -1.5882  -0.5816
S  -4.0337  -2.4817  -1.1463  -0.2445
C  -4.7554  -1.2917  -0.0825  0.4306
C  -6.0721  -1.2127  0.3305  -0.4766
C  -6.4361  -0.1754  1.1716  -0.5258
C  -5.4993  0.7616  1.5856  -0.8032
C  -4.1802  0.6851  1.1739  -0.4314
C  -3.8044  -0.3537  0.3352  0.5336
N  1.0230  1.4907  -1.4623  -0.1424
C  2.4112  1.8827  -1.3169  -1.1837
C  3.1778  0.8585  -0.5187  0.5165
C  2.8317  0.6371  0.8067  -0.3807
C  3.4755  -0.3194  1.5861  -1.0814
C  4.4787  -1.0405  0.9853  1.0323
C  4.8329  -0.8237  -0.3473  0.8975
C  4.1949  0.1141  -1.1211  -1.2247
O  5.8542  -1.6684  -0.6894  -0.4885
C  6.1342  -2.4257  0.4686  -0.2370
O  5.2698  -2.0265  1.5105  -0.4826
H  -2.1170  2.0968  -0.7304  0.3135
H  -1.4274  1.0036  -1.9522  0.3528
H  -1.4013  0.5853  1.0825  0.2444
H  -0.5056  -0.4277  -0.0727  0.4490
H  -6.7896  -1.9452  -0.0016  0.4034
H  -7.4588  -0.0948  1.5050  0.3754
H  -5.8011  1.5666  2.2377  0.3756
H  -3.4631  1.4221  1.4982  0.3575
H  0.8425  0.6252  -1.9476  0.2947
H  2.8567  2.0105  -2.3069  0.3922
H  2.4005  2.8450  -0.7975  0.3670
H  2.0438  1.2308  1.2447  0.5229
H  3.2069  -0.4878  2.6151  0.4361
H  4.4776  0.2697  -2.1491  0.3785
H  5.9842  -3.4961  0.2543  0.2458
H  7.1801  -2.2603  0.7733  0.2425

=====

> The lowest relative energy (zero: lowest compared OMol25 entry of this formula, charge and spin) belongs to which entry?

C18H16N2O4S

=====

> Number 2 is which compound?

C18H16N2O4S

=====

> Look up the multiplicity of the second one.

1